Entry 1:
Entry from OMol25: a structure of composition C43H41Cl5CoN4O3P2SSe2SiTe (wB97M-V/def2-TZVPD).

Summary:
HOMO level (spin up / spin down) ... -3.077 / -2.910 eV
<S²> ... 1.18
LUMO level (spin up / spin down) ... 3.3 / 3.3 eV
Energy above the lowest of the compared OMol25 structures with the same formula, charge and spin ... 0.0 kJ/mol
Spin multiplicity ... 2
Kohn-Sham gap (spin up / spin down) ... 6.37 / 6.20 eV
Net charge ... -2

Cartesian coordinates (Å):
Co -0.67 -0.26 -0.20
Cl -2.70 -1.58 2.09
C -1.44 -2.69 1.57
C -0.46 -2.21 0.70
C 0.50 -3.16 0.38
Cl 1.81 -2.73 -0.73
C 0.50 -4.47 0.84
Cl 1.73 -5.60 0.36
C -0.51 -4.89 1.70
Cl -0.54 -6.51 2.29
C -1.49 -3.98 2.07
Cl -2.74 -4.49 3.15
Se 4.19 -0.74 -5.64
P 2.10 -0.70 -5.36
C 1.37 -2.31 -5.77
C 0.66 -2.51 -6.94
C 0.19 -3.77 -7.28
C 0.43 -4.84 -6.43
C 1.14 -4.65 -5.25
C 1.61 -3.40 -4.92
C 1.23 0.49 -6.42
C 1.82 0.94 -7.60
C 1.13 1.83 -8.41
C -0.13 2.28 -8.05
C -0.71 1.83 -6.87
C -0.04 0.94 -6.06
C 1.47 -0.39 -3.70
C 1.75 0.50 -2.65
N 0.83 0.24 -1.71
N 0.06 -0.74 -2.14
N 0.40 -1.13 -3.33
P 2.89 1.84 -2.30
Se 2.56 2.76 -0.43
C 4.55 1.13 -2.39
C 5.65 1.85 -2.82
C 6.91 1.27 -2.78
C 7.07 -0.01 -2.29
C 5.98 -0.72 -1.83
C 4.72 -0.16 -1.88
C 2.68 3.00 -3.69
C 1.73 4.01 -3.53
C 1.46 4.88 -4.58
C 2.15 4.76 -5.78
C 3.10 3.76 -5.93
C 3.35 2.87 -4.89
H 0.46 -1.67 -7.60
H -0.36 -3.91 -8.19
H 0.06 -5.83 -6.69
H 1.32 -5.48 -4.58
H 2.15 -3.25 -4.00
H 2.81 0.60 -7.85
H 1.59 2.18 -9.33
H -0.65 2.98 -8.68
H -1.69 2.20 -6.57
H -0.49 0.60 -5.13
H 5.53 2.86 -3.19
H 7.77 1.83 -3.13
H 8.06 -0.46 -2.27
H 6.10 -1.72 -1.43
H 3.86 -0.71 -1.52
H 1.21 4.12 -2.58
H 0.72 5.66 -4.45
H 1.95 5.44 -6.59
H 3.63 3.65 -6.87
H 4.06 2.06 -5.04
C 3.83 1.16 2.76
Te 3.28 -0.42 1.44
C 2.84 -1.77 3.04
H 4.75 0.93 3.29
H 3.02 1.33 3.47
H 3.96 2.05 2.16
H 2.13 -1.29 3.72
H 3.75 -2.03 3.58
H 2.39 -2.66 2.62
C -3.88 -0.85 -1.51
Si -2.67 0.54 -1.06
C -3.70 1.81 -0.10
C -2.29 1.36 -2.74
H -4.65 -0.48 -2.20
H -4.38 -1.25 -0.63
H -3.36 -1.68 -2.00
H -4.58 2.08 -0.69
H -3.14 2.72 0.11
H -4.04 1.42 0.86
H -3.16 1.89 -3.12
H -2.01 0.59 -3.46
H -1.46 2.07 -2.67
N -0.37 0.97 1.49
C -1.15 2.02 2.07
C -0.94 3.33 1.67
C -1.68 4.36 2.24
C -2.62 4.09 3.22
C -2.83 2.78 3.62
C -2.10 1.75 3.05
S -3.57 5.43 3.95
O -2.66 6.57 3.94
O -3.90 4.95 5.29
O -4.73 5.59 3.08
H -0.16 0.25 2.18
H 0.52 1.35 1.17
H -0.20 3.54 0.90
H -1.51 5.39 1.95
H -3.55 2.59 4.40
H -2.26 0.72 3.37

Atom charges from the Löwdin analysis, given in e for atoms 1 to 4: 0.25 0.68 -0.67 -0.20

Entry 2:
Entry from OMol25: a structure of composition C43H41Cl5FeGeO3S (wB97M-V/def2-TZVPD).

Summary:
HOMO level (spin up / spin down) ... -3.607 / -4.959 eV
<S²> ... 8.80
LUMO level (spin up / spin down) ... 2.2 / 1.7 eV
Energy above the lowest of the compared OMol25 structures with the same formula, charge and spin ... 125.5 kJ/mol
Spin multiplicity ... 6
Kohn-Sham gap (spin up / spin down) ... 5.82 / 6.63 eV
Net charge ... -1

Cartesian coordinates (Å):
Fe 1.10 -0.26 -0.90
C 3.84 0.85 -3.51
O 2.48 1.26 -3.26
C 1.61 0.82 -4.29
C 0.10 1.17 -3.91
O -0.19 0.66 -2.69
C -1.62 0.75 -2.43
H 4.21 1.33 -4.44
H 3.89 -0.20 -3.68
H 4.38 1.24 -2.66
H 1.74 -0.24 -4.54
H 1.87 1.45 -5.11
H -0.47 0.81 -4.75
H 0.18 2.26 -3.83
H -2.38 0.20 -3.06
H -1.83 1.81 -2.43
H -1.65 0.34 -1.41
Cl 1.62 -2.51 -3.32
C 2.95 -2.35 -2.12
C 2.95 -1.32 -1.25
C 4.06 -1.07 -0.55
Cl 4.04 0.46 0.32
C 5.19 -1.92 -0.54
Cl 6.51 -1.55 0.45
C 5.07 -3.10 -1.25
Cl 6.26 -4.39 -1.02
C 3.99 -3.30 -2.13
Cl 3.92 -4.68 -3.11
C 3.05 -1.78 2.74
C 1.89 -2.66 2.70
C 2.45 -4.17 2.48
C 1.13 -2.56 4.01
C 1.04 -2.33 1.55
C 0.30 -2.27 0.60
H 3.74 -2.06 3.58
H 2.84 -0.70 2.78
H 3.68 -1.82 1.85
H 3.16 -4.52 3.21
H 2.87 -4.16 1.48
H 1.62 -4.90 2.39
H 1.90 -3.01 4.80
H 0.27 -3.19 4.23
H 0.82 -1.59 4.41
C 0.12 3.61 -0.43
Ge 0.31 1.88 0.59
C 1.70 2.30 1.91
C 1.70 1.83 3.24
C 2.66 2.16 4.15
C 3.74 2.92 3.69
C 3.80 3.49 2.46
C 2.79 3.16 1.56
C -1.25 1.66 1.73
C -1.90 0.44 1.54
C -3.05 -0.01 2.22
C -3.59 0.92 3.15
C -3.00 2.16 3.43
C -3.50 2.97 4.45
C -2.92 4.16 4.79
C -1.69 4.55 4.10
C -1.19 3.81 3.13
C -1.77 2.50 2.74
H 0.12 4.50 0.16
H -0.81 3.56 -1.05
H 0.93 3.76 -1.16
H 0.98 1.04 3.54
H 2.53 1.94 5.22
H 4.53 3.17 4.40
H 4.60 4.20 2.20
H 2.85 3.60 0.59
H -1.44 -0.18 0.82
H -3.44 -1.05 2.02
H -4.51 0.72 3.72
H -4.45 2.68 4.92
H -3.47 4.74 5.50
H -1.25 5.49 4.39
H -0.25 4.14 2.69
C -5.77 -0.17 -4.72
C -6.84 -1.17 -4.86
O -7.92 -0.99 -5.41
S -6.61 -2.71 -3.88
C -5.05 -2.46 -2.97
C -4.97 -1.76 -1.80
C -3.78 -1.66 -1.18
C -2.63 -2.36 -1.71
C -2.85 -3.27 -2.82
C -4.06 -3.32 -3.42
C -1.45 -2.34 -1.05
C -0.38 -1.82 -0.52
H -4.78 -0.52 -5.02
H -5.61 0.23 -3.73
H -6.10 0.58 -5.40
H -5.69 -1.06 -1.48
H -3.64 -1.18 -0.22
H -2.02 -3.82 -3.25
H -4.29 -3.86 -4.35

Atom charges from the Löwdin analysis, given in e for atoms 1 to 4: 0.69 -0.09 -0.22 -0.20